The molecule C6H7N, computed with ωB97M-V/def2-TZVPD.

For the energy relative to the best compared isomer or geometry (same formula, charge and spin), the calculation gives 343.28 kJ/mol. As for the HOMO energy: -8.812 eV. The structure (SMILES) is C1[C@@H]2[C@H]3[C@@H]2N2[C@H]3[C@H]12. The multiplicity is 1.

Geometry (Å):
C  -0.169604  0.281803  -1.365921
C  -0.767895  0.838799  -0.089456
C  0.232136  0.732227  1.050468
C  -0.876283  -0.265406  0.899429
N  -0.002819  -1.358370  0.396857
C  1.150099  -0.412282  0.609675
C  0.714915  -0.777579  -0.750002
H  0.363769  1.025520  -1.963125
H  -0.926820  -0.214303  -1.983313
H  -1.528591  1.610296  -0.070328
H  0.423033  1.524681  1.765985
H  -1.664850  -0.513948  1.593820
H  1.747324  -1.014457  1.261913
H  1.305587  -1.456982  -1.356002

Forces on atoms 1 to 6 (eV/Å):
C 0.01 0.02 -0.01
C -0.09 0.13 -0.10
C 0.04 -0.03 0.23
C -0.64 -0.04 0.06
N -0.35 -0.26 0.12
C -0.24 -0.42 0.24

Atom charges from the Mulliken analysis, given in e for atoms 1 to 6: -0.577 -0.524 -0.474 -0.200 -0.620 -0.254